1.
This record from the Open Molecules 2025 dataset describes a cluster of 2 separate species, C5H15NO in total. The level of theory is wB97M-V/def2-TZVPD.

energy relative to the best compared isomer or geometry (same formula, charge and spin)	89.2	kJ/mol
E_tot	-329.41920	hartree
2S+1	2
E_HOMO (alpha / beta)	1.252 / -5.462	eV
total charge	-1
gap between HOMO and LUMO (alpha / beta)	0.0879 / 0.3311	Eh

Positions of all 22 atoms, in Å:
C 2.9485 -0.0899 1.1831
C 2.2237 -0.8224 0.0714
C 0.9055 -0.1848 -0.2613
C -0.2357 -0.5827 0.7571
N -1.5016 -0.0230 0.3817
C -1.6382 1.4199 0.5313
H 2.8203 0.9903 1.1955
H 4.0499 -0.1924 1.1610
H 2.7342 -0.4833 2.1856
H 2.8728 -0.8614 -0.8067
H 2.1162 -1.8947 0.3143
H 0.8668 0.9003 -0.3339
H 0.3811 -0.5920 -1.1366
H -0.3035 -1.6844 0.6311
H 0.1331 -0.5221 1.7928
H -2.3029 -0.4358 0.8563
H -2.5946 1.8282 0.1684
H -1.2838 1.8321 1.4749
H -0.8743 1.8868 -0.1312
H -1.9775 0.0346 -1.5645
H -3.1730 0.4281 -2.3066
O -2.2965 0.0634 -2.4906

Cartesian forces, eV/Å:
1.40 -0.22 1.09
0.59 -0.10 -0.35
-2.87 -0.70 0.53
1.40 -1.47 -0.21
-0.84 0.79 0.17
1.80 0.87 -1.08
-0.49 0.03 -0.12
-0.26 -0.24 -0.42
-0.48 0.26 -0.18
-0.04 0.30 -0.17
-0.29 0.40 0.17
0.73 -0.01 -0.11
0.93 0.26 -0.52
-0.25 0.34 -0.01
-0.46 0.79 0.07
0.32 -0.43 0.09
0.04 -0.41 0.46
-0.65 -0.18 0.68
-0.57 -0.13 -0.12
0.44 -0.36 0.00
-0.17 0.03 -0.41
-0.27 0.20 0.45

---

2.
This record from the Open Molecules 2025 dataset describes a cluster of 2 separate species, C5H15NO in total. The level of theory is wB97M-V/def2-TZVPD.

energy relative to the best compared isomer or geometry (same formula, charge and spin)	101.1	kJ/mol
E_tot	-329.41468	hartree
2S+1	2
E_HOMO (alpha / beta)	1.317 / -5.329	eV
total charge	-1
gap between HOMO and LUMO (alpha / beta)	0.0982 / 0.3375	Eh

Positions of all 22 atoms, in Å:
C 1.1486 -1.5074 1.5203
N 1.0645 -0.2109 0.8481
C -1.2646 -0.4927 -2.1464
C -0.9217 -0.1931 -0.6748
C 0.6530 -0.2270 -0.5779
C 1.1276 1.0984 -1.2224
H 2.0267 -2.0639 1.1620
H 0.3191 -2.1834 1.3374
H 1.2597 -1.3942 2.5894
H 1.8937 0.3497 0.9629
H -0.5057 -0.0753 -2.8117
H -2.2612 -0.2749 -2.4859
H -1.0931 -1.5720 -2.2865
H -1.0901 0.8371 -0.3967
H -1.6024 -0.7699 -0.0236
H 1.1923 -1.1122 -0.9419
H 2.1234 1.5078 -1.0110
H 1.0755 0.9726 -2.3148
H 0.4915 1.9325 -0.9230
H -1.4723 2.1752 2.1042
H -0.8340 0.9291 1.5701
O -1.6576 1.2200 2.0020

Cartesian forces, eV/Å:
0.98 0.22 -0.81
-1.40 0.20 0.42
0.94 -0.99 0.23
0.63 -0.03 -1.21
0.26 0.40 2.16
0.10 -0.37 -0.64
0.14 -0.16 0.06
-0.50 0.38 -0.14
-0.07 0.19 0.32
0.20 -0.10 0.13
-0.42 0.42 0.00
-0.42 0.33 -0.01
-0.33 0.03 0.03
-0.60 0.20 -0.24
1.00 -0.26 0.06
-0.64 0.06 -1.01
0.14 -0.82 0.18
0.10 0.44 0.26
-0.29 -0.12 -0.05
-0.28 -0.48 0.01
0.04 -0.31 0.23
0.41 0.77 0.03